Record 1
89
Properties=species:S:1:pos:R:3:mulliken_charge:R:1 method="wB97M-V/def2-TZVPD" charge=+2 e_lumo_ev=-5.8772 relative_energy_kcal_mol=28.4 energy_ha=-3245.31149
Sc 0.071 -0.203 0.237 -1.279
O -4.682 0.372 2.529 -0.502
C -4.449 -0.953 2.664 1.550
C -5.476 -1.797 3.082 -0.867
C -5.291 -3.163 3.164 -0.591
C -4.067 -3.726 2.821 -1.028
C -3.043 -2.897 2.419 -0.416
C -3.194 -1.506 2.343 0.411
C -2.003 -0.748 1.935 0.476
O -0.946 -1.391 1.480 -0.250
N -1.995 0.559 2.072 -0.993
N -0.750 1.074 1.777 0.749
C -0.502 2.240 2.225 -0.592
C 0.842 2.830 2.166 0.716
C 1.021 4.180 2.433 -0.822
C 2.310 4.687 2.490 -0.485
C 3.370 3.822 2.295 -0.950
C 3.091 2.489 2.017 0.021
N 1.862 1.992 1.943 0.048
H -5.581 0.561 2.816 0.343
H -6.438 -1.363 3.339 0.336
H -6.107 -3.794 3.498 0.434
H -3.920 -4.797 2.877 0.449
H -2.077 -3.312 2.157 0.327
H -1.292 2.776 2.747 0.411
H 0.162 4.819 2.597 0.468
H 2.479 5.737 2.696 0.465
H 4.395 4.162 2.371 0.466
H 3.904 1.786 1.865 0.456
C 0.418 -0.554 -3.094 -1.464
N 1.016 -1.299 -1.970 -0.084
C 0.610 -2.711 -1.954 -1.206
C -0.834 -2.724 -1.578 -0.144
N -1.421 -1.641 -1.145 1.124
C -2.782 -1.954 -1.066 -0.187
C -3.878 -1.145 -0.773 -0.290
C -5.126 -1.729 -0.823 -0.779
C -5.293 -3.084 -1.152 -0.653
C -4.217 -3.889 -1.471 -1.149
C -2.966 -3.286 -1.437 0.815
N -1.693 -3.750 -1.758 -0.078
C -0.137 0.774 -2.678 -0.114
N -0.631 1.071 -1.493 1.657
C -1.101 2.394 -1.596 0.296
C -1.796 3.198 -0.692 -0.759
C -2.117 4.479 -1.093 -0.968
C -1.778 4.963 -2.367 -0.651
C -1.143 4.160 -3.292 -1.195
C -0.835 2.868 -2.881 0.927
N -0.214 1.809 -3.533 0.060
H 1.136 -0.405 -3.901 0.646
H -0.409 -1.133 -3.504 0.331
H 2.022 -1.256 -2.048 0.285
H 0.741 -3.194 -2.926 0.512
H 1.225 -3.249 -1.231 0.480
H -3.747 -0.100 -0.515 0.435
H -6.003 -1.132 -0.603 0.461
H -6.291 -3.503 -1.170 0.438
H -4.348 -4.928 -1.752 0.475
H -1.466 -4.674 -2.088 0.250
H -2.133 2.813 0.260 0.523
H -2.664 5.125 -0.418 0.485
H -2.046 5.976 -2.639 0.424
H -0.921 4.512 -4.292 0.476
H 0.075 1.798 -4.498 0.265
O 7.380 1.122 -1.419 -0.599
N 7.156 0.046 -0.897 0.976
O 7.967 -0.843 -0.760 -0.575
C 5.762 -0.240 -0.449 -0.689
C 5.631 -1.290 0.378 -0.684
C 4.354 -1.676 0.882 0.890
C 4.201 -2.757 1.771 -0.688
C 2.950 -3.071 2.227 -1.443
C 1.863 -2.319 1.774 -0.133
N 1.983 -1.310 0.920 1.058
C 3.220 -0.970 0.488 -0.374
C 3.363 0.188 -0.364 -0.622
N 2.234 0.890 -0.619 1.545
C 2.330 2.006 -1.312 -0.222
C 3.534 2.455 -1.857 -1.365
C 4.678 1.732 -1.649 -0.944
C 4.630 0.571 -0.844 1.046
H 6.511 -1.845 0.670 0.640
H 5.072 -3.317 2.092 0.521
H 2.787 -3.886 2.918 0.529
H 0.859 -2.541 2.114 0.731
H 1.423 2.589 -1.438 0.271
H 3.557 3.370 -2.435 0.544
H 5.608 2.059 -2.078 0.595

=====

Record 2
83
Properties=species:S:1:pos:R:3:mulliken_charge:R:1 method="wB97M-V/def2-TZVPD" charge=+3 e_lumo_ev="-11.3128 / -11.3364" energy_ha=-2771.01089
Pt 0.084 0.525 0.084 4.516
C 1.030 -1.963 2.525 -1.181
C 1.552 -0.596 2.841 0.925
C 2.582 -0.445 3.772 -0.943
C 3.024 0.817 4.107 -0.821
C 2.379 1.915 3.551 -1.082
C 1.361 1.707 2.639 0.642
N 0.997 0.470 2.257 0.146
C 0.636 2.829 2.044 0.623
C 0.544 4.076 2.648 -0.922
C -0.083 5.105 1.965 -1.052
C -0.602 4.874 0.702 -1.069
C -0.526 3.593 0.170 0.749
N 0.076 2.610 0.849 -0.252
C -0.986 3.248 -1.170 0.453
C -1.851 4.035 -1.904 -1.000
C -2.160 3.655 -3.206 -0.815
C -1.581 2.520 -3.734 -1.012
C -0.736 1.748 -2.934 0.551
C -0.087 0.516 -3.475 -1.335
N -0.472 2.114 -1.677 0.229
H 0.942 -2.544 3.442 0.723
H 1.720 -2.499 1.873 0.243
H 0.051 -1.894 2.053 -0.185
H 3.018 -1.324 4.226 0.558
H 3.836 0.952 4.809 0.527
H 2.689 2.916 3.809 0.462
H 0.949 4.243 3.635 0.572
H -0.145 6.091 2.406 0.500
H -1.040 5.680 0.134 0.510
H -2.286 4.926 -1.477 0.491
H -2.837 4.253 -3.801 0.494
H -1.768 2.220 -4.755 0.582
H -0.823 -0.122 -3.963 0.482
H 0.413 -0.031 -2.676 -0.181
H 0.653 0.793 -4.229 0.491
S 6.769 -3.203 -0.684 0.267
N 6.423 -1.640 -0.627 -0.668
C 5.108 -1.507 -0.622 0.849
C 4.370 -0.276 -0.593 0.465
C 4.970 0.989 -0.583 -0.734
C 4.169 2.109 -0.629 -1.185
C 2.786 1.939 -0.671 -0.243
N 2.215 0.744 -0.601 -0.028
C 2.968 -0.358 -0.582 -0.896
C 2.279 -1.629 -0.569 -0.144
N 0.925 -1.625 -0.483 0.064
C 0.276 -2.781 -0.475 -0.050
C 0.917 -4.011 -0.581 -1.467
C 2.292 -4.044 -0.653 -0.891
C 2.998 -2.835 -0.637 0.655
C 4.435 -2.761 -0.660 0.710
N 5.274 -3.781 -0.697 -0.662
H 6.050 1.054 -0.550 0.605
H 4.589 3.104 -0.654 0.535
H 2.131 2.793 -0.778 0.370
H -0.800 -2.733 -0.381 0.156
H 0.334 -4.921 -0.589 0.570
H 2.848 -4.971 -0.716 0.580
C -4.119 -1.978 3.535 -0.600
C -4.099 -0.598 3.382 -0.741
C -3.510 -0.036 2.259 -0.588
C -2.941 -0.865 1.288 0.458
C -2.971 -2.250 1.441 -0.039
C -3.561 -2.804 2.566 -0.747
Si -2.233 0.014 -0.249 0.762
C -2.906 -1.097 -1.667 0.784
C -2.121 -1.868 -2.519 -0.226
C -2.722 -2.575 -3.555 -0.990
C -4.099 -2.540 -3.706 -0.696
C -4.878 -1.754 -2.869 -0.712
C -4.285 -1.051 -1.829 -0.745
H -4.577 -2.413 4.412 0.441
H -4.532 0.049 4.133 0.445
H -3.502 1.041 2.147 0.398
H -2.573 -2.911 0.680 0.431
H -3.594 -3.879 2.676 0.481
H -3.069 1.247 -0.380 -0.364
H -1.045 -1.910 -2.417 0.968
H -2.108 -3.154 -4.233 0.488
H -4.572 -3.155 -4.460 0.422
H -5.951 -1.704 -2.997 0.458
H -4.914 -0.477 -1.158 0.437

=====

Record 3
84
Properties=species:S:1:pos:R:3:mulliken_charge:R:1 method="wB97M-V/def2-TZVPD" charge=+1 e_lumo_ev=-5.2386 relative_energy_kcal_mol=184.2 energy_ha=-3732.04689
Lu 1.701 0.914 -0.714 2.275
C -4.182 1.491 0.262 0.307
C -3.170 2.501 0.704 -1.291
C -2.256 2.346 1.648 -0.781
C -1.974 1.144 2.551 0.622
C -2.323 -0.281 1.989 -0.337
C -3.604 -0.418 1.140 -1.541
N 0.219 0.237 0.892 0.718
C 0.477 1.002 2.061 0.223
C -0.517 1.311 2.984 -1.896
C -0.166 2.029 4.120 -0.663
C 1.137 2.491 4.306 -1.061
C 2.100 2.269 3.332 -0.228
C 1.765 1.508 2.221 0.530
N 2.641 1.172 1.166 -0.059
N 3.141 2.234 0.510 -0.791
C 4.054 1.874 -0.486 0.881
C 4.886 2.868 -1.015 -0.987
C 5.866 2.493 -1.904 -0.217
C 5.994 1.147 -2.260 -0.724
C 5.079 0.252 -1.760 -0.413
N 4.097 0.598 -0.913 -0.360
H -4.941 1.939 -0.377 0.741
H -3.188 3.451 0.180 0.362
H -1.606 3.192 1.852 0.434
H -2.468 -0.928 2.852 1.101
H -3.954 -1.448 1.207 1.070
H -2.589 1.266 3.445 0.920
H -0.933 2.278 4.848 0.475
H 1.387 3.059 5.194 0.432
H 3.105 2.662 3.428 0.528
H 4.755 3.887 -0.676 0.493
H 6.546 3.232 -2.309 0.456
H 6.782 0.808 -2.920 0.435
H 5.111 -0.790 -2.054 0.474
F -0.404 2.670 -2.918 -0.136
C -0.634 2.273 -1.681 -0.207
F -0.133 0.801 -1.806 -0.277
F 0.759 2.761 -1.019 -0.474
C 3.327 0.630 -5.730 -0.227
C 3.266 -0.530 -4.970 -1.127
C 2.775 -0.447 -3.686 -0.519
N 2.336 0.692 -3.140 0.325
C 2.398 1.804 -3.877 -0.219
C 2.888 1.817 -5.170 -0.978
H 3.711 0.605 -6.742 0.425
H 3.599 -1.482 -5.362 0.463
H 2.731 -1.331 -3.060 0.796
H 2.035 2.715 -3.419 0.451
H 2.915 2.747 -5.721 0.445
C -6.459 -0.612 0.041 -0.635
C -6.095 0.030 1.155 -1.011
C -4.737 0.622 1.442 0.049
C -3.610 0.177 -0.268 1.426
C -4.370 -0.506 -1.342 -1.612
C -5.647 -0.856 -1.175 -0.527
P -0.815 -0.970 1.218 1.089
C -0.151 -2.106 2.462 0.802
C 0.532 -3.262 2.071 -0.530
C 1.151 -4.068 3.014 -0.968
C 1.109 -3.727 4.358 -0.541
C 0.435 -2.584 4.761 -1.062
C -0.195 -1.780 3.823 -0.283
C -0.945 -1.954 -0.283 0.729
C 0.214 -2.087 -1.052 -0.456
C 0.230 -2.874 -2.188 -1.062
C -0.920 -3.554 -2.571 -0.945
C -2.065 -3.462 -1.798 -0.762
C -2.075 -2.674 -0.651 -0.924
H -7.478 -0.982 -0.002 0.432
H -6.838 0.135 1.939 0.411
H -4.702 1.107 2.420 0.578
H -3.889 -0.678 -2.302 0.557
H -6.164 -1.330 -2.003 0.472
H 0.564 -3.557 1.033 0.345
H 1.663 -4.968 2.697 0.446
H 1.598 -4.355 5.093 0.404
H 0.397 -2.313 5.808 0.460
H -0.706 -0.889 4.165 0.303
H 1.136 -1.640 -0.703 1.113
H 1.139 -2.988 -2.763 0.466
H -0.912 -4.171 -3.461 0.423
H -2.960 -4.003 -2.082 0.471
H -2.974 -2.632 -0.057 0.474